This record from OMol25 describes a 3-piece molecular cluster, H5O2S overall in a non-equilibrium geometry. The level of theory is ωB97M-V/def2-TZVPD.

Geometry as XYZ:
```
8
Properties=species:S:1:pos:R:3:forces:R:3:mulliken_charge:R:1
S 0.701062 -0.189116 -0.522933 -0.49 -0.21 -0.62 -0.88
H 0.381141 -1.462143 -0.876977 0.09 0.42 0.08 0.02
H -1.251628 1.281243 -1.322983 0.06 0.07 -0.12 0.30
H -2.749613 1.528522 -1.224699 -0.02 -0.02 0.04 0.29
O -1.964316 1.864609 -1.663190 0.13 -0.17 0.12 -0.64
H 1.324571 -1.562351 2.346888 1.04 1.09 -0.18 0.28
H 1.586189 -0.616128 1.155224 0.70 -0.12 1.44 0.29
O 1.972592 -0.844637 2.108668 -1.52 -1.06 -0.76 -0.66
```
Positions in Å, forces in eV/Å.

Its spin multiplicity is 1. The value obtained for the electronic energy is -15012.92661 eV. The LUMO energy comes out at 4.13 eV. The value obtained for the gap between HOMO and LUMO is 0.2799 Eh. As for the total charge: -1.

This record from OMol25 describes a single C2H3NOS2 molecule in a non-equilibrium geometry. The level of theory is ωB97M-V/def2-TZVPD.

Geometry as XYZ:
```
9
Properties=species:S:1:pos:R:3:forces:R:3:mulliken_charge:R:1
O 1.997775 0.592644 -1.581380 1.01 1.30 -1.70 -0.46
C 1.732928 -0.110254 -0.678328 -1.41 -0.28 0.59 0.13
N 0.480408 -0.098198 -0.071138 -0.86 0.53 0.13 -0.08
S 0.284615 -1.284841 1.163637 -0.19 -0.01 0.17 -0.05
C -0.521626 0.770649 -0.493130 0.67 -0.89 -0.27 0.04
S -2.024002 0.805403 0.107712 0.04 0.18 0.03 -0.36
H 2.355510 -0.860565 -0.248421 0.98 -0.72 0.41 0.36
H -0.949550 -0.834967 1.453014 -0.13 0.01 0.07 0.11
H -0.188637 1.350410 -1.368430 -0.10 -0.12 0.58 0.32
```
Positions in Å, forces in eV/Å.

Its spin multiplicity is 1. Its SMILES is O=CN(S)C=S. The value obtained for the electronic energy is -27329.65644 eV. The LUMO energy comes out at -0.46 eV. The value obtained for the gap between HOMO and LUMO is 0.3228 Eh. As for the total charge: 0.

This record from OMol25 describes CHCrF4O as an isolated structure in a non-equilibrium geometry. The level of theory is ωB97M-V/def2-TZVPD.

Geometry as XYZ:
```
8
Properties=species:S:1:pos:R:3:forces:R:3:mulliken_charge:R:1
C 0.497094 -0.662943 0.197704 7.30 -5.55 2.42 1.12
F 0.780095 -0.782797 -1.089661 -3.46 1.75 0.03 -0.03
F 1.564410 -1.365896 0.577594 0.25 0.76 -0.03 -0.06
F 0.002436 -0.610988 1.421827 -3.05 2.10 -2.50 -0.05
F -1.485378 -0.744718 -0.474552 -1.05 2.83 -0.93 -0.61
Cr -1.689284 1.070724 -0.950780 1.64 -2.51 1.24 1.91
O 0.046380 1.259897 -0.208268 -2.02 -0.31 -0.85 -0.66
H 0.284248 1.836721 0.526137 0.39 0.93 0.61 0.39
```
Positions in Å, forces in eV/Å.

Its spin multiplicity is 4. The value obtained for the electronic energy is -42363.91065 eV. The LUMO energy (spin up / spin down) comes out at -15.92 / -13.23 eV. The value obtained for the gap between HOMO and LUMO (spin up / spin down) is 0.2875 / 0.3885 Eh. As for the total charge: +2.